Record 1
ORCA calculation (ωB97M-V with the def2-TZVPD basis set) on 2 unconnected molecules or ions with the total composition C3H8S in a non-equilibrium geometry.

Structure (XYZ):
```
12
Properties=species:S:1:pos:R:3
C -0.2705 -1.0027 0.6663
C 0.7252 -0.3927 -0.3112
C 0.4993 1.1172 -0.5265
S -2.7417 0.6373 0.2142
H -0.2263 -2.0712 0.8573
H -0.1658 -0.5261 1.6449
H -1.3394 -0.7604 0.3991
H 0.6740 -0.8871 -1.2735
H 1.7228 -0.5453 0.0959
H 0.1251 1.2614 -1.5393
H 1.3579 1.7447 -0.3196
H -0.3606 1.4250 0.0924
```

Properties
- relative energy (zero: lowest compared OMol25 entry of this formula, charge and spin) (kJ/mol) = 358.8
- molecular weight (g mol⁻¹) = 76.2
- LUMO (eV) = -2.94
- spin multiplicity = 1
- total energy (hartree) = -517.143910

Löwdin atomic charge list, values in e, 2 entries:
1 C -0.142
2 C -0.293

Record 2
ORCA calculation (ωB97M-V with the def2-TZVPD basis set) on C3H8S2 in the gas phase in a non-equilibrium geometry.

Structure (XYZ):
```
13
Properties=species:S:1:pos:R:3
C -2.1372 -1.1646 0.0199
C -0.7374 -0.3842 0.3399
C 0.4763 -1.0300 -0.3757
H -2.9606 -0.7469 0.5896
H -2.1246 -2.1670 0.5503
H -2.3799 -1.3926 -1.0877
H -0.6355 -0.4938 1.4313
H 0.4747 1.7000 -0.1546
H 0.3156 -1.0948 -1.4536
H 0.6070 -2.0991 -0.0594
H 2.1881 -0.0392 1.3656
S -0.8567 1.4612 -0.0834
S 2.0382 -0.0983 0.0155
```

Properties
- structure (SMILES) = C[C@H](S)CS
- relative energy (zero: lowest compared OMol25 entry of this formula, charge and spin) (kJ/mol) = 93.0
- molecular weight (g mol⁻¹) = 108.2
- LUMO (eV) = 0.76
- spin multiplicity = 1
- total energy (hartree) = -915.441530

Löwdin atomic charge list, values in e, 2 entries:
1 C -0.128
2 C -0.720

Record 3
ORCA calculation (ωB97M-V with the def2-TZVPD basis set) on C3H8S2 in the gas phase.

Structure (XYZ):
```
13
Properties=species:S:1:pos:R:3
C -0.3120 -1.9383 -0.9749
C 0.5505 -1.1975 0.0154
S -0.5184 -0.3946 1.2626
S 0.4746 1.3026 1.7314
C -0.1392 2.5464 0.5690
H -0.8601 -1.2635 -1.6199
H -1.0362 -2.5882 -0.4901
H 0.3008 -2.5605 -1.6471
H 1.1677 -1.8689 0.5964
H 1.1366 -0.4023 -0.4258
H -0.5514 2.0720 -0.3207
H -0.9347 3.1465 1.0113
H 0.7220 3.1464 0.2922
```

Properties
- structure (SMILES) = CCSSC
- relative energy (zero: lowest compared OMol25 entry of this formula, charge and spin) (kJ/mol) = 10.6
- molecular weight (g mol⁻¹) = 108.2
- LUMO (eV) = 0.89
- spin multiplicity = 1
- total energy (hartree) = -915.472951

Löwdin atomic charge list, values in e, 2 entries:
1 C -0.191
2 C -0.595

Record 4
ORCA calculation (ωB97M-V with the def2-TZVPD basis set) on C3H8S2 in the gas phase in a non-equilibrium geometry.

Structure (XYZ):
```
13
Properties=species:S:1:pos:R:3
C -2.1939 -0.5496 0.3126
C 0.2636 0.6045 0.0491
C 1.6695 0.5833 -0.5038
H -2.9168 -1.3132 0.0001
H -2.6563 0.4306 0.3582
H -1.9759 -0.7892 1.3559
H 0.2951 0.5090 1.1623
H -0.1656 1.6501 -0.0227
H 2.1872 1.4776 -0.0727
H 1.6953 0.6700 -1.5913
H 1.8675 -1.8026 -0.3083
S -0.7396 -0.6355 -0.7655
S 2.6698 -0.8351 0.0261
```

Properties
- structure (SMILES) = CSCCS
- relative energy (zero: lowest compared OMol25 entry of this formula, charge and spin) (kJ/mol) = 46.9
- molecular weight (g mol⁻¹) = 108.2
- LUMO (eV) = 0.88
- spin multiplicity = 1
- total energy (hartree) = -915.459088

Löwdin atomic charge list, values in e, 2 entries:
1 C -0.423
2 C -0.634

Record 5
ORCA calculation (ωB97M-V with the def2-TZVPD basis set) on 2 unconnected molecules or ions with the total composition C3H8S3Si in a non-equilibrium geometry.

Structure (XYZ):
```
15
Properties=species:S:1:pos:R:3
C -0.5861 1.3482 0.1873
C -0.4499 0.2872 1.2833
C 2.8068 -0.4584 -0.6953
Si -1.9777 -1.1452 -0.6123
S -2.1357 0.9991 -0.6207
S -0.2044 -1.4359 0.6670
S 3.0500 1.0475 -0.1480
H -0.5558 2.4171 0.4895
H 0.1850 1.4275 -0.4702
H 0.3589 0.3524 2.0927
H -1.3486 0.4195 1.8849
H 2.2601 -1.0806 -0.0480
H -1.2707 -1.8812 -1.8784
H 3.2728 -0.8631 -1.5976
H -3.4049 -1.4339 -0.5342
```

Properties
- structure (SMILES) = C1CS[SiH2]S1.C=S
- relative energy (zero: lowest compared OMol25 entry of this formula, charge and spin) (kJ/mol) = 220.1
- molecular weight (g mol⁻¹) = 168.4
- LUMO (eV) = -0.50
- spin multiplicity = 1
- total energy (hartree) = -1603.114616

Löwdin atomic charge list, values in e, 2 entries:
1 C -0.658
2 C -0.656

Record 6
ORCA calculation (ωB97M-V with the def2-TZVPD basis set) on 2 unconnected molecules or ions with the total composition C3H8Se in a non-equilibrium geometry.

Structure (XYZ):
```
12
Properties=species:S:1:pos:R:3
C -1.4116 -0.1725 0.1596
C 1.0520 -0.9629 0.1440
C 0.0390 0.0091 0.4976
Se 0.3246 2.0641 -1.8917
H -1.4935 0.0448 -0.8958
H -2.0390 0.3882 0.9180
H -1.7649 -1.2754 0.1585
H 1.9428 -0.6487 0.8342
H 0.7931 -1.9488 0.5223
H 1.2183 -0.8906 -0.8758
H 0.2069 0.8784 1.1445
H 1.1324 2.5144 -0.7155
```

Properties
- relative energy (zero: lowest compared OMol25 entry of this formula, charge and spin) (kJ/mol) = 252.5
- molecular weight (g mol⁻¹) = 123.1
- LUMO (alpha / beta) (eV) = -1.78 / -1.78
- spin multiplicity = 1
- total energy (hartree) = -2520.389579

Löwdin atomic charge list, values in e, 2 entries:
1 C -0.143
2 C -0.109

Record 7
ORCA calculation (ωB97M-V with the def2-TZVPD basis set) on a molecular structure, C3H8Se in a non-equilibrium geometry.

Structure (XYZ):
```
12
Properties=species:S:1:pos:R:3
C -1.1607 0.0051 0.3669
C -0.1022 0.5918 -0.5970
C 1.3079 -0.7006 -0.7438
Se 2.9426 0.0710 -0.2404
H -0.5692 -0.6235 0.9340
H -1.5320 0.8975 0.8579
H -2.0253 -0.4932 -0.0265
H -0.4607 0.8313 -1.6001
H 0.4020 1.5185 -0.1898
H 0.9825 -1.3561 0.1331
H 1.3791 -1.1687 -1.7361
H 2.4572 0.5492 1.0072
```

Properties
- relative energy (zero: lowest compared OMol25 entry of this formula, charge and spin) (kJ/mol) = 95.1
- molecular weight (g mol⁻¹) = 123.1
- LUMO (eV) = 0.97
- spin multiplicity = 1
- total energy (hartree) = -2520.449518

Löwdin atomic charge list, values in e, 2 entries:
1 C -0.132
2 C -0.197

Record 8
ORCA calculation (ωB97M-V with the def2-TZVPD basis set) on C3H8Si2 in the gas phase in a non-equilibrium geometry.

Structure (XYZ):
```
13
Properties=species:S:1:pos:R:3
C 0.3348 0.9330 -0.8187
C 0.0137 2.0202 -1.6379
C -0.2237 -0.4486 0.2394
Si 1.1300 -1.5250 0.8789
Si -1.9398 -0.4862 0.5979
H 1.2736 1.1874 -0.3849
H 0.9110 2.5964 -1.8078
H 2.3413 -0.8537 1.6985
H 1.8625 -1.9807 -0.3170
H 0.6459 -2.7674 1.6530
H -0.9719 2.2476 -2.0897
H -3.0329 0.4881 0.4903
H -2.3447 -1.4111 1.4981
```

Properties
- relative energy (zero: lowest compared OMol25 entry of this formula, charge and spin) (kJ/mol) = 83.2
- molecular weight (g mol⁻¹) = 100.3
- LUMO (alpha / beta) (eV) = 0.83 / -2.42
- spin multiplicity = 3
- total energy (hartree) = -697.802742

Löwdin atomic charge list, values in e, 2 entries:
1 C -0.145
2 C -0.014